Entry 1:
Molecular formula: C5H6O
Method: DFT, ωB97M-V/def2-TZVPD

```
12
Properties=species:S:1:pos:R:3:forces:R:3
C -2.648520 -0.947659 -0.594000 0.4 0.2 0.0
C -1.547914 -0.459982 -0.568642 -0.4 -0.2 0.0
C -0.202499 0.117694 -0.539036 0.0 0.0 -0.1
C 0.407553 0.158944 0.864145 0.0 0.0 0.0
C 1.878609 0.499086 0.819860 0.2 -0.1 -0.3
O 2.579998 0.322577 -0.148712 -0.3 0.2 0.5
H -3.623262 -1.383323 -0.626602 0.2 0.1 0.0
H -0.232773 1.134850 -0.947357 0.0 -0.1 0.0
H 0.461733 -0.454170 -1.194584 -0.1 0.0 0.1
H -0.117359 0.866140 1.516367 0.1 -0.1 -0.1
H 0.321908 -0.823417 1.350690 0.0 0.1 0.0
H 2.305561 0.919811 1.753938 0.0 -0.1 -0.1
```
Forces are in eV/Å.

Values from the calculation:
Energy relative to the best compared isomer or geometry (same formula, charge and spin) = 41.8 kcal/mol
Gap between HOMO and LUMO = 10.767 eV
SMILES string = C#CCCC=O

Entry 2:
Molecular formula: CH4N2O4S
Method: DFT, ωB97M-V/def2-TZVPD

```
12
Properties=species:S:1:pos:R:3:forces:R:3
H -1.557979 1.720217 -0.329410 -0.8 -0.6 -0.3
N -0.909601 1.077995 0.086913 -0.4 0.8 0.2
C -0.935890 -0.163508 0.101736 1.7 0.8 0.5
N -1.715418 -1.220499 -0.333032 -1.1 3.7 0.4
O 0.358826 -0.632866 0.729032 -1.1 -0.5 -0.9
S 1.673953 -0.029620 0.001577 0.6 -1.9 -2.4
O 1.290525 0.109292 -1.409324 1.0 0.3 2.4
O 2.779177 -0.917171 0.320878 -1.9 2.0 0.2
O 1.840957 1.400307 0.688341 -0.3 -1.2 -0.9
H -2.705417 -1.229387 -0.039401 1.1 -0.1 -0.3
H -1.156149 -1.961188 -0.141827 1.1 -3.6 0.5
H 1.037012 1.846430 0.324513 0.0 0.2 0.5
```
Forces are in eV/Å.

Values from the calculation:
Energy relative to the best compared isomer or geometry (same formula, charge and spin) = 0.0 kcal/mol
Gap between HOMO and LUMO = 11.345 eV
SMILES string = [H]/N=C(\N)OS(=O)(=O)O

Entry 3:
Molecular formula: CH3N5O2
Method: DFT, ωB97M-V/def2-TZVPD

```
11
Properties=species:S:1:pos:R:3:forces:R:3
N -0.640148 -1.780463 -0.112853 -1.4 -1.7 -1.0
N -0.555300 -0.546069 0.374987 -1.5 1.8 2.4
N -1.297554 -0.232864 1.459631 0.9 0.4 -0.7
N -1.109334 0.950914 1.794673 0.4 -0.1 -1.0
O -0.168293 1.524853 0.802710 -1.2 0.2 0.7
C 0.079531 0.564381 -0.094653 0.3 -0.5 2.2
N 0.986344 0.511086 -0.941668 0.8 -0.9 -2.5
O 1.560803 1.742707 -1.096458 0.5 1.6 0.3
H -0.902541 -2.465030 0.562772 0.3 -0.2 0.3
H -0.030029 -2.020014 -0.845213 1.0 0.0 -0.6
H 2.076521 1.750498 -1.903927 0.0 -0.5 -0.2
```
Forces are in eV/Å.

Values from the calculation:
Energy relative to the best compared isomer or geometry (same formula, charge and spin) = 38.5 kcal/mol
Gap between HOMO and LUMO = 9.012 eV
SMILES string = Nn1nno/c1=N\O